# 1
DFT (ωB97M-V/def2-TZVPD) results for a 8-piece molecular cluster, C30H22Cl28N2O3S overall.

Output
Gap between HOMO and LUMO in eV: 6.39
Highest occupied orbital energy in eV: -8.3
LUMO energy in eV: -1.9
Charge: 0

Last column: Löwdin charge in e.
Atoms and positions in Å:
C1 -0.7085 -1.9541 4.9719  -0.05
C2 0.4513 -0.7793 4.7039  -0.31
O1 -0.0457 0.5881 4.9871  -0.25
C3 1.2082 -0.9429 3.2590  -0.15
O2 0.4385 -0.3938 2.1050  -0.13
C4 0.8170 -1.2779 0.9846  -0.07
C5 -0.2586 -2.3456 0.3599  0.00
C6 -1.8200 -2.5474 0.8162  -0.17
O3 -2.1787 -1.9394 2.1069  -0.18
C7 -3.1625 -0.8405 1.9416  -0.13
C8 -2.8029 0.6816 2.5337  0.04
C9 -3.8619 1.9586 2.4376  -0.06
C10 -5.3495 1.7935 1.7455  -0.07
C11 -5.7021 0.2916 1.1062  -0.06
C12 -4.6311 -0.9822 1.2087  -0.02
C13 0.2786 -3.3380 -0.8727  0.04
C14 1.8080 -3.2760 -1.4626  -0.23
N1 2.4235 -4.1546 -2.5528  -0.29
S1 4.0892 -3.5574 -2.7585  0.84
N2 4.2519 -2.2480 -1.5618  -0.28
C15 2.8885 -2.1794 -0.8834  -0.23
C16 2.3605 -1.1882 0.3470  -0.07
C17 3.4981 -0.0962 0.8927  -0.15
C18 2.8165 1.4284 0.9204  -0.12
C19 2.3445 2.2623 -0.4100  -0.07
C20 1.6242 3.7676 -0.3160  -0.06
C21 1.3472 4.4784 1.1724  -0.07
C22 1.8399 3.6783 2.5170  -0.07
C23 2.5538 2.1849 2.3863  -0.02
H1 -1.7689 -1.4781 4.8285  0.09
H2 -0.5286 -2.4182 6.0388  0.09
H3 -0.6006 -2.8043 4.1435  0.09
H4 1.2796 -0.9922 5.5368  0.15
H5 0.7331 1.0877 5.4095  0.07
H6 1.3769 -2.0963 3.0069  0.09
H7 2.2752 -0.4464 3.3769  0.10
H8 -1.9800 -3.7226 0.9504  0.15
H9 -2.5009 -2.2367 -0.0854  0.14
H10 -1.7782 0.9030 3.0555  0.07
H11 -3.5662 3.0144 2.9089  0.07
H12 -6.1525 2.6612 1.6824  0.08
H13 -6.7449 0.1116 0.6008  0.07
H14 -4.9098 -2.0234 0.7516  0.09
H15 -0.4850 -4.1339 -1.3179  0.11
H16 3.9424 -0.3808 1.9400  0.10
H17 4.4090 -0.0072 0.1408  0.12
H18 2.4913 1.8088 -1.4811  -0.04
H19 1.2501 4.3628 -1.2741  0.07
H20 0.8086 5.5305 1.2574  0.08
H21 1.6454 4.2013 3.5678  0.00
H22 2.8570 1.6593 3.4021  0.08
C24 1.4551 2.2199 -5.0262  -1.96
Cl1 1.7641 2.3714 -3.2780  0.60
Cl2 2.2640 0.7591 -5.6478  0.49
Cl3 -0.2992 2.0938 -5.3104  0.52
Cl4 2.0916 3.6552 -5.8684  0.52
C25 -0.9449 4.7002 5.9507  -1.95
Cl5 -2.3946 5.2599 5.0791  0.48
Cl6 0.4933 5.5318 5.3066  0.55
Cl7 -1.1162 5.0676 7.6856  0.51
Cl8 -0.7620 2.9416 5.7312  0.63
C26 0.2551 -2.6326 -7.0576  -1.98
Cl9 1.2977 -3.0865 -5.6859  0.50
Cl10 0.5994 -3.6982 -8.4434  0.47
Cl11 -1.4545 -2.8045 -6.5864  0.50
Cl12 0.5779 -0.9410 -7.5146  0.47
C27 4.4551 -4.3826 -10.1167  -2.01
Cl13 3.5735 -4.2768 -8.5719  0.47
Cl14 4.1943 -5.9896 -10.8405  0.51
Cl15 3.8570 -3.1259 -11.2291  0.51
Cl16 6.1957 -4.1380 -9.8250  0.51
C28 -3.6449 -1.1164 -9.9941  -2.00
Cl17 -3.4590 0.5956 -9.5367  0.51
Cl18 -4.9156 -1.8639 -8.9935  0.51
Cl19 -4.1012 -1.2257 -11.7129  0.51
Cl20 -2.1037 -1.9715 -9.7332  0.48
C29 -5.1449 7.7810 7.0111  -2.00
Cl21 -4.9590 9.4930 7.4685  0.51
Cl22 -6.4156 7.0335 8.0117  0.51
Cl23 -5.6012 7.6717 5.2923  0.51
Cl24 -3.6037 6.9259 7.2720  0.45
C30 3.8551 -4.9042 3.0074  -1.99
Cl25 4.4836 -4.4183 4.6023  0.51
Cl26 5.1161 -5.7953 2.1184  0.52
Cl27 2.4295 -5.9506 3.2246  0.51
Cl28 3.3912 -3.4525 2.0845  0.59

---

# 2
DFT (ωB97M-V/def2-TZVPD) results for C30H22ClF5IN4O4STl as an isolated structure.

Output
Gap between HOMO and LUMO (spin up / spin down) in eV: 5.97 / 3.13
Highest occupied orbital energy (spin up / spin down) in eV: -6.2 / -6.2
LUMO energy (spin up / spin down) in eV: -0.3 / -3.1
Charge: 0
Energy relative to the best compared isomer or geometry (same formula, charge and spin) in kJ/mol: 500.95

Last column: Löwdin charge in e.
Atoms and positions in Å:
Tl1 -0.0080 -1.2344 0.8266  0.97
O1 -4.1077 4.7844 -2.1912  -0.06
C1 -4.3121 3.4071 -2.5068  -0.22
C2 -3.0327 2.6648 -2.2876  -0.21
C3 -3.0425 1.2620 -2.1513  -0.01
C4 -1.7929 0.7086 -1.9551  -0.14
N1 -0.6205 1.3729 -1.9088  0.12
C5 -0.6188 2.6805 -1.9930  -0.23
C6 -1.8502 3.3797 -2.2235  0.05
C7 0.6632 3.3886 -2.0093  -0.20
C8 1.0653 4.4568 -2.8782  0.04
C9 2.2734 5.0548 -2.7861  -0.21
C10 2.8739 6.2026 -3.5794  -0.22
O2 1.8145 6.8717 -4.2046  -0.05
C11 3.0831 4.5370 -1.7735  -0.04
C12 2.5882 3.6262 -0.8932  -0.15
N2 1.4770 2.9453 -1.0650  0.12
H1 -4.8980 5.2844 -2.4305  0.09
H2 -4.8026 3.2028 -3.4960  0.14
H3 -5.0239 2.9529 -1.8221  0.11
H4 -3.9706 0.7013 -2.4504  0.14
H5 -1.8017 -0.3356 -1.7102  0.06
H6 -1.8635 4.4319 -2.5720  0.13
H7 0.4182 4.6447 -3.7351  0.13
H8 3.6990 5.8805 -4.2726  0.14
H9 3.3223 6.8863 -2.7570  0.14
H10 2.1176 7.2332 -5.0298  0.08
H11 4.0613 5.0042 -1.5811  0.12
H12 3.2032 3.2901 -0.0737  0.10
N3 4.3203 -2.8244 2.6678  0.14
C13 3.5395 -2.0940 1.8367  -0.48
O3 2.2828 -2.1356 2.0463  -0.18
C14 4.2312 -1.1348 0.7630  -0.18
C15 4.2015 -1.8073 -0.5335  0.05
H13 3.7375 -3.3900 3.2903  0.12
H14 5.3661 -3.0080 2.5043  0.16
H15 5.1943 -1.0337 1.2337  0.09
H16 3.5462 -0.2822 0.9007  0.12
H17 3.4146 -2.5651 -0.7082  0.05
H18 4.9834 -1.6212 -1.2556  0.05
Cl1 -2.7772 -7.5810 -1.6680  0.69
C16 -1.9675 -6.0949 -1.7471  -0.69
C17 -0.6599 -6.1428 -2.3205  -0.20
C18 0.2033 -5.1348 -2.0731  -0.67
I1 2.1734 -5.2118 -2.7149  0.87
C19 -0.2494 -3.8720 -1.4675  -0.45
O4 0.5232 -2.9583 -1.0935  -0.26
C20 -1.6965 -3.8073 -1.1842  -0.16
N4 -2.2301 -2.6012 -0.8700  0.04
C21 -3.3787 -2.4075 -0.3673  -0.18
C22 -4.3294 -3.5058 -0.3896  -0.06
C23 -3.9413 -4.7187 -0.8242  -0.02
C24 -2.5416 -4.9537 -1.2426  -0.18
H19 -0.4553 -7.0483 -2.8974  0.10
H20 -3.6218 -1.4774 0.1604  0.11
H21 -5.3709 -3.3426 -0.1571  0.09
H22 -4.5866 -5.5910 -0.8919  0.09
F1 1.6552 0.5978 8.1171  0.15
C25 0.7401 0.0532 7.3169  -0.10
C26 0.7805 0.4632 5.9948  -0.15
F2 1.6245 1.4573 5.6943  0.14
C27 0.0390 -0.2133 5.1152  -0.19
F3 0.2085 0.1356 3.8111  0.02
C28 -0.8916 -1.2714 5.4170  -0.59
S1 -1.6911 -2.1676 4.2579  0.83
C29 -1.0257 -1.4060 6.8102  -0.20
F4 -1.9729 -2.3146 7.2103  0.07
C30 -0.1354 -0.9536 7.7261  -0.11
F5 -0.1562 -1.3203 9.0426  0.11

---

# 3
DFT (ωB97M-V/def2-TZVPD) results for C30H22CoN3O3 as an isolated structure.

Output
Expectation value of S²: 6.01
Gap between HOMO and LUMO (spin up / spin down) in eV: 7.23 / 6.89
Highest occupied orbital energy (spin up / spin down) in eV: -7.7 / -7.9
LUMO energy (spin up / spin down) in eV: -0.5 / -1.0
Charge: 0
Energy relative to the best compared isomer or geometry (same formula, charge and spin) in kJ/mol: 0.00
Spin multiplicity: 5

Last column: Löwdin charge in e.
Atoms and positions in Å:
Co1 -0.0350 -0.4206 -0.1859  0.87
C1 -3.9325 0.8728 -1.3011  -0.06
O1 -4.0412 0.1137 -2.5020  -0.07
C2 -2.9478 -0.3065 -3.1978  -0.21
C3 -3.1804 -0.6020 -4.5303  0.00
C4 -2.1720 -1.0664 -5.3687  -0.09
C5 -0.8998 -1.2253 -4.8666  -0.06
C6 -0.6349 -0.9452 -3.5211  -0.14
C7 0.7366 -1.0885 -3.0663  -0.04
N1 1.1178 -0.9001 -1.8593  -0.05
N2 2.4885 -0.9583 -1.6176  0.09
C8 2.7036 -0.5123 -0.4139  -0.42
O2 1.7641 -0.0827 0.3808  -0.12
C9 4.0994 -0.4644 0.0923  -0.15
C10 4.3802 0.2240 1.2666  -0.02
C11 5.6814 0.2813 1.7436  -0.08
C12 6.7029 -0.3536 1.0525  -0.09
C13 6.4232 -1.0471 -0.1185  -0.08
C14 5.1258 -1.1023 -0.6000  -0.03
C15 -1.6551 -0.4952 -2.6597  -0.23
O3 -1.4316 -0.2633 -1.3768  -0.16
H1 -4.9367 1.2515 -1.1218  0.09
H2 -3.2441 1.7112 -1.4217  0.09
H3 -3.6112 0.2604 -0.4616  0.08
H4 -4.1873 -0.4554 -4.9002  0.12
H5 -2.3878 -1.2858 -6.4052  0.10
H6 -0.0920 -1.5685 -5.5009  0.11
H7 1.4956 -1.3310 -3.8087  0.13
H8 3.5706 0.7048 1.7983  0.11
H9 5.8974 0.8195 2.6575  0.10
H10 7.7179 -0.3113 1.4270  0.10
H11 7.2185 -1.5477 -0.6556  0.10
H12 4.8921 -1.6339 -1.5118  0.11
C16 -0.9994 -4.1371 1.9255  -0.08
C17 -1.6004 -3.6341 3.0727  -0.09
C18 -1.7378 -2.2653 3.2363  -0.04
C19 -1.2703 -1.4010 2.2469  -0.19
C20 -0.6603 -1.8967 1.0908  -0.09
C21 -0.5338 -3.2710 0.9439  -0.09
C22 -1.3904 0.0728 2.3578  -0.18
C23 -2.0240 0.7268 3.4492  0.01
C24 -2.1069 2.0826 3.4579  0.01
C25 -1.5650 2.8404 2.3900  -0.15
C26 -1.6231 4.2523 2.3339  -0.03
C27 -1.0853 4.9225 1.2735  -0.07
C28 -0.4651 4.2058 0.2252  -0.06
C29 -0.3942 2.8428 0.2558  -0.01
C30 -0.9476 2.1321 1.3452  -0.18
N3 -0.8780 0.7687 1.3622  0.10
H13 -0.8940 -5.2078 1.7995  0.10
H14 -1.9616 -4.3076 3.8388  0.10
H15 -2.2078 -1.8913 4.1367  0.10
H16 -0.0653 -3.6813 0.0558  0.10
H17 -2.4387 0.1460 4.2581  0.10
H18 -2.5901 2.5987 4.2793  0.12
H19 -2.1013 4.7884 3.1447  0.11
H20 -1.1306 6.0023 1.2307  0.10
H21 -0.0399 4.7455 -0.6108  0.11
H22 0.0848 2.2934 -0.5453  0.11

---

no.,electronic energy (eV)
1,-402020.2696
2,-95350.5857
3,-79706.1076